# 1
This record from OMol25 describes a structure of composition C16H30F3InNO9 at a distorted geometry. The level of theory is wB97M-V/def2-TZVPD.

energy = -1849.333712 hartree
charge = -1

Structure (XYZ):
```
60
Properties=species:S:1:pos:R:3:forces:R:3
C 3.948 -0.521 2.942 -0.3 -0.2 -0.4
C 2.921 -1.425 2.292 -0.7 0.5 0.5
O 1.856 -1.624 2.826 0.3 -0.4 -0.2
O 3.201 -2.075 1.132 0.1 0.5 0.3
C 3.711 -1.247 0.079 0.4 0.2 -0.6
C 2.687 -0.267 -0.484 0.0 -0.5 -0.3
C 1.337 -0.950 -0.794 -0.3 0.8 -0.2
In -0.432 0.147 -0.036 -0.1 -1.6 0.6
C -2.184 -1.264 -0.125 0.5 0.7 0.1
C -3.188 -1.083 1.028 -0.2 -1.1 -0.8
C -4.303 -0.095 0.719 1.2 -0.1 0.5
F -4.411 0.808 1.712 -0.5 0.3 0.4
F -5.487 -0.712 0.586 -0.6 -0.1 0.2
F -4.125 0.610 -0.394 0.1 0.3 -0.5
C -0.212 0.959 2.033 -0.5 1.1 -0.1
C 0.906 1.922 2.142 -0.2 -1.5 1.3
O 1.892 1.694 2.795 0.2 0.6 -0.5
O 0.712 3.101 1.420 0.2 -0.3 -0.3
C 1.778 3.469 0.623 0.9 0.6 -1.1
C 1.410 3.665 -0.836 -0.9 0.5 1.0
O 2.898 3.648 1.004 -0.3 -0.2 0.6
O -0.986 1.818 -1.279 0.6 -0.2 0.2
C -0.636 1.580 -2.455 -1.7 0.0 -1.6
N -0.569 1.396 -3.613 -0.3 -0.7 1.2
H 4.863 -1.091 3.100 0.2 0.2 -0.1
H 3.514 -0.203 3.881 0.0 0.0 0.1
H 4.107 0.385 2.359 0.2 -0.1 -0.1
H 3.990 -1.929 -0.723 -0.1 -0.2 0.1
H 4.639 -0.743 0.367 -0.1 0.0 0.3
H 3.110 0.055 -1.440 0.1 0.3 0.1
H 2.602 0.635 0.128 0.1 -0.1 0.2
H 1.214 -1.047 -1.875 0.0 0.0 0.0
H 1.271 -1.966 -0.404 0.0 0.1 0.3
H -2.651 -1.160 -1.105 -0.2 0.0 0.1
H -1.788 -2.281 -0.102 0.1 0.0 0.1
H -2.717 -0.860 1.983 0.0 0.4 0.0
H -3.688 -2.046 1.177 -0.2 0.1 0.2
H -1.144 1.485 2.280 0.0 0.0 -0.4
H -0.102 0.184 2.784 0.3 -0.2 -0.1
H 2.065 3.090 -1.478 0.0 -0.1 -0.1
H 1.530 4.728 -1.045 0.2 0.0 -0.1
H 0.355 3.430 -0.958 0.3 -0.1 -0.3
C 1.381 -5.167 3.737 0.1 0.3 -0.1
O 2.519 -4.353 3.512 0.0 -0.3 -0.1
H 1.647 -5.927 4.470 0.0 0.0 0.0
H 0.554 -4.568 4.129 -0.1 -0.1 0.0
H 1.068 -5.659 2.811 -0.1 -0.1 0.1
H 2.267 -3.685 2.861 0.0 0.0 0.2
C 1.861 3.657 -5.041 -0.3 -0.2 0.4
O 1.214 2.983 -3.974 1.4 1.4 -0.7
H 2.813 4.038 -4.674 0.1 0.0 0.0
H 2.049 2.971 -5.873 0.1 0.1 -0.1
H 1.254 4.497 -5.394 0.1 0.1 -0.1
H 0.373 2.647 -4.303 -0.2 -0.5 0.3
C -7.026 -0.639 -2.241 -0.2 -0.3 -0.1
O -7.086 -1.618 -3.280 0.1 0.2 -0.1
H -6.257 0.084 -2.498 0.0 -0.1 0.0
H -7.988 -0.124 -2.153 0.1 0.1 0.1
H -6.771 -1.107 -1.293 0.0 0.1 0.1
H -7.766 -2.251 -3.040 0.0 -0.1 0.0
```
Forces are in eV/Å.

Löwdin atomic charge list, values in e, 4 entries: 0.02 -0.51 0.10 -0.02

# 2
This record from OMol25 describes an isolated molecule of C8H16N2O4Si at a distorted geometry. The level of theory is wB97M-V/def2-TZVPD.

energy = -1014.118509 hartree
energy relative to the best compared isomer or geometry (same formula, charge and spin) = 2.526 eV

Structure (XYZ):
```
31
Properties=species:S:1:pos:R:3:forces:R:3
C 0.626 0.298 1.465 1.8 0.4 -3.8
C -0.132 -0.296 -1.241 -0.7 -2.1 1.9
C 2.019 -0.281 -0.029 -2.5 4.1 1.1
C 1.108 -1.068 -0.875 1.5 -1.9 -1.9
C 2.434 1.007 -0.784 1.0 -0.1 1.9
C 0.929 -2.487 -0.391 1.5 -0.1 1.8
C -2.372 -0.656 0.991 4.0 -1.4 1.8
C -1.507 2.098 -0.011 1.9 -1.6 2.8
N 3.120 -0.825 0.738 0.4 -0.4 0.8
N 1.931 -1.299 -2.237 -0.3 0.5 -0.2
O 2.929 -1.800 1.442 -0.1 -0.2 -0.1
O 4.156 -0.197 0.721 0.3 0.0 -0.1
O 1.848 -0.460 -3.104 -0.2 0.3 -0.3
O 2.603 -2.289 -2.329 0.6 -0.6 0.0
Si -0.897 0.342 0.378 -0.6 0.0 -0.4
H 0.831 -0.334 2.251 0.2 -1.9 1.5
H 1.000 1.258 1.740 0.4 0.9 0.0
H -0.054 0.580 -1.787 0.9 1.4 -1.3
H -0.670 -0.998 -1.843 -1.0 -0.2 -0.3
H 3.220 0.863 -1.512 0.8 -0.3 0.5
H 2.647 1.787 -0.048 0.6 -0.2 -0.2
H 1.738 1.445 -1.420 -2.0 0.2 -0.7
H 1.900 -3.147 -0.389 -2.2 1.6 0.1
H 0.095 -2.981 -0.767 -1.2 -0.9 -1.7
H 0.558 -2.286 0.602 0.4 -0.5 1.0
H -2.011 -1.707 1.308 -0.4 1.8 0.4
H -2.888 -0.086 1.720 -0.8 0.0 0.8
H -2.897 -0.945 0.185 -2.5 -0.3 -2.9
H -1.345 2.823 0.754 0.3 0.3 1.2
H -1.094 2.561 -0.808 1.6 1.1 -3.0
H -2.504 2.143 -0.140 -3.7 -0.3 -0.6
```
Forces are in eV/Å.

Löwdin atomic charge list, values in e, 4 entries: 0.02 -0.15 -0.20 -0.43

# 3
This record from OMol25 describes a cluster of 7 separate species, C27H44NO13P in total at a distorted geometry. The level of theory is wB97M-V/def2-TZVPD.

energy = -2429.486985 hartree

Structure (XYZ):
```
86
Properties=species:S:1:pos:R:3:forces:R:3
C 1.812 -2.622 -1.083 0.0 0.2 -0.2
C 2.635 -1.713 -1.943 0.8 0.3 0.3
O 3.743 -1.329 -1.612 -0.9 -0.3 -0.4
N 2.051 -1.386 -3.225 0.9 -0.1 -0.3
C 2.928 -1.947 -4.286 -0.3 0.0 0.3
P 1.802 0.325 -3.255 -0.7 0.4 1.5
H 0.760 -2.553 -1.325 -0.2 0.1 0.0
H 2.123 -3.638 -1.312 0.1 -0.2 0.1
H 1.993 -2.408 -0.039 0.1 -0.1 0.2
H 2.334 -2.084 -5.179 0.0 0.1 -0.3
H 3.793 -1.319 -4.481 0.1 0.2 -0.1
H 3.297 -2.920 -3.976 0.0 -0.2 0.0
H 2.984 0.841 -3.809 -0.1 -0.1 -0.6
H 0.855 0.475 -4.278 0.3 -0.2 -0.5
O 0.764 4.079 -1.487 0.1 0.0 -0.1
C 0.233 3.317 -0.737 0.0 0.2 0.2
C 0.047 3.459 0.764 0.1 -0.4 0.0
C -0.308 2.037 1.193 0.0 0.2 -0.1
C -0.976 1.491 -0.062 0.0 0.0 0.1
O -0.330 2.160 -1.156 -0.2 0.0 0.0
H -0.769 4.164 0.939 0.0 0.1 0.0
H 0.953 3.829 1.232 0.0 0.1 0.0
H -0.942 1.978 2.074 0.0 0.0 0.0
H 0.605 1.484 1.401 0.0 0.0 0.0
H -2.045 1.719 -0.102 0.0 0.0 0.0
H -0.842 0.418 -0.184 0.0 0.0 -0.1
O 1.584 2.552 3.715 0.1 0.0 -0.1
C 1.051 1.757 4.431 -0.1 0.1 0.2
C 0.827 1.858 5.928 0.0 -0.4 0.1
C 0.483 0.420 6.316 0.0 0.1 0.0
C -0.150 -0.103 5.032 -0.1 -0.1 0.2
O 0.521 0.603 3.968 0.0 -0.1 0.0
H -0.006 2.540 6.103 0.0 0.1 0.0
H 1.717 2.239 6.419 0.0 0.2 0.0
H -0.174 0.335 7.178 -0.1 0.0 0.0
H 1.398 -0.132 6.531 0.0 0.0 0.0
H -1.217 0.121 4.977 0.0 0.0 0.0
H -0.003 -1.171 4.893 0.1 0.0 -0.2
O -3.480 1.162 4.855 0.2 -0.1 -0.1
C -3.832 1.961 4.035 0.0 0.2 0.2
C -4.629 3.229 4.268 -0.2 0.0 -0.3
C -5.104 3.590 2.862 0.0 0.0 0.1
C -3.998 2.997 1.998 -0.1 0.1 -0.1
O -3.530 1.841 2.725 0.0 0.0 0.0
H -3.956 3.981 4.684 0.0 0.0 0.1
H -5.440 3.043 4.967 0.1 0.0 0.1
H -5.249 4.655 2.696 0.1 0.0 0.0
H -6.047 3.085 2.651 0.0 0.0 0.0
H -3.155 3.680 1.868 0.0 0.0 0.0
H -4.345 2.673 1.021 0.1 -0.1 0.0
O 5.451 2.735 -5.987 -0.1 0.0 -0.2
C 5.883 2.284 -4.970 0.2 0.1 0.1
C 7.337 2.070 -4.588 -0.1 -0.3 0.2
C 7.238 1.112 -3.401 0.0 0.1 -0.1
C 5.877 1.476 -2.818 0.0 -0.1 0.1
O 5.086 1.891 -3.949 0.0 0.0 0.0
H 7.761 3.035 -4.306 0.0 0.0 0.0
H 7.892 1.662 -5.427 0.0 0.2 -0.1
H 8.047 1.204 -2.680 0.0 0.0 0.0
H 7.221 0.082 -3.759 0.0 0.0 0.0
H 5.934 2.311 -2.117 0.0 0.0 0.0
H 5.376 0.641 -2.332 -0.1 0.0 -0.1
O -6.988 -0.304 7.342 -0.1 0.1 0.0
C -6.446 -1.246 6.846 0.2 0.1 0.0
C -5.164 -1.263 6.037 -0.3 -0.5 -0.2
C -5.220 -2.631 5.356 0.0 0.1 0.0
C -6.031 -3.447 6.356 0.1 0.0 -0.1
O -6.932 -2.507 6.966 0.0 -0.1 0.0
H -4.320 -1.177 6.721 0.0 0.1 0.0
H -5.143 -0.442 5.336 0.1 0.2 0.1
H -4.245 -3.065 5.141 0.0 0.0 0.1
H -5.767 -2.553 4.416 0.0 0.0 0.0
H -5.406 -3.882 7.140 0.0 0.0 0.0
H -6.616 -4.237 5.894 -0.1 0.0 0.1
O 0.162 -5.786 -6.030 0.1 -0.1 0.1
C 0.391 -4.943 -6.841 -0.2 0.1 0.0
C -0.376 -4.642 -8.116 0.3 0.1 -0.2
C 0.604 -3.772 -8.903 -0.1 -0.1 0.0
C 1.396 -3.107 -7.783 0.0 0.0 -0.1
O 1.422 -4.071 -6.715 0.1 0.1 -0.1
H -1.284 -4.101 -7.847 0.0 0.0 0.0
H -0.640 -5.564 -8.625 -0.1 0.0 0.1
H 0.132 -3.057 -9.572 0.0 0.0 0.0
H 1.264 -4.405 -9.496 0.0 0.0 0.0
H 0.913 -2.199 -7.416 0.0 0.0 0.0
H 2.420 -2.873 -8.063 0.0 0.0 0.1
```
Forces are in eV/Å.

Löwdin atomic charge list, values in e, 4 entries: 0.00 -0.59 0.06 -0.40

# 4
This record from OMol25 describes a structure of composition C46H94BrI2N4O13P2 at a distorted geometry. The level of theory is wB97M-V/def2-TZVPD.

energy = -6858.199770 hartree
charge = +1
energy relative to the best compared isomer or geometry (same formula, charge and spin) = 0.000 eV

Structure (XYZ):
```
162
Properties=species:S:1:pos:R:3:forces:R:3
C 2.102 -3.483 6.572 -0.2 -0.4 0.2
C 0.836 -2.714 6.196 0.0 0.1 0.1
C 0.982 -1.176 6.062 0.2 -0.2 -0.1
C 2.411 -0.645 5.932 0.0 0.4 -0.3
C 3.130 -1.096 4.633 -0.2 0.1 0.6
C 3.567 0.049 3.705 -0.1 -0.2 -0.1
C 2.656 0.263 2.486 0.2 0.3 -0.2
C 3.399 0.914 1.297 -0.4 -0.4 0.0
C 3.000 0.334 -0.074 0.3 0.3 0.0
C 4.137 0.459 -1.119 -0.2 -0.2 0.2
C 4.479 -0.887 -1.773 0.2 0.4 -0.3
C 3.608 -1.250 -3.000 0.2 -0.5 0.8
C 2.612 -2.415 -2.780 0.2 0.2 -0.4
C 1.209 -2.080 -3.319 0.2 -0.1 0.7
C 0.275 -1.593 -2.204 -0.3 0.1 -0.3
C -1.192 -1.561 -2.654 0.1 -0.3 0.0
C -2.220 -1.694 -1.509 0.1 0.1 -0.3
C -3.475 -0.831 -1.738 0.4 -0.3 -0.2
C -3.497 0.553 -1.042 0.1 -0.3 -0.1
O -2.481 0.730 -0.098 -0.1 0.3 0.1
C -4.784 0.816 -0.254 -0.1 0.4 0.1
Br -6.334 0.450 -1.356 0.2 -0.4 -0.5
C -4.798 2.247 0.374 0.0 -0.3 0.3
I -6.854 2.876 0.667 -0.1 0.4 0.0
P -3.869 1.948 2.072 0.3 -0.5 0.0
O -2.810 3.190 1.999 -0.2 0.2 -0.1
I -5.353 2.591 3.916 0.2 0.2 0.0
N -4.117 3.214 -0.542 -0.9 0.8 -0.2
P -4.083 4.915 -0.231 0.8 0.3 0.1
O -2.718 5.408 -0.406 0.0 -0.1 -0.2
O -5.129 5.522 -1.256 -0.1 -0.1 0.3
O -4.702 5.163 1.192 0.1 0.0 -0.1
C -4.008 2.812 -1.840 -0.1 -0.2 0.4
N -4.413 3.499 -2.911 0.5 -0.2 0.0
N -3.418 1.595 -2.099 -0.6 -0.2 0.3
N -2.061 1.890 -2.435 -0.1 0.1 -0.5
H 2.887 -3.425 5.815 -0.1 0.1 0.1
H 1.849 -4.543 6.662 0.1 0.2 0.0
H 2.498 -3.161 7.538 0.0 0.1 -0.2
H 0.411 -3.129 5.275 0.1 0.0 0.0
H 0.097 -2.915 6.980 0.0 0.0 -0.1
H 0.501 -0.688 6.915 0.0 0.0 0.0
H 0.450 -0.850 5.160 -0.1 0.0 0.1
H 2.343 0.450 5.891 0.0 -0.1 0.1
H 3.007 -0.871 6.819 -0.1 -0.1 -0.1
H 4.001 -1.689 4.923 0.0 0.0 -0.2
H 2.444 -1.765 4.101 0.2 0.0 -0.1
H 4.575 -0.174 3.339 -0.1 0.1 0.0
H 3.622 0.989 4.263 0.2 -0.1 0.0
H 1.806 0.893 2.773 -0.1 -0.2 0.0
H 2.264 -0.705 2.150 0.0 0.1 0.1
H 4.468 0.720 1.435 -0.1 0.2 0.0
H 3.214 1.990 1.263 0.4 0.0 0.2
H 2.109 0.869 -0.426 -0.1 -0.3 0.0
H 2.753 -0.727 0.045 -0.1 0.1 0.0
H 3.868 1.190 -1.887 0.2 0.0 0.0
H 5.034 0.825 -0.610 -0.1 0.1 -0.1
H 4.430 -1.658 -0.996 0.1 -0.1 -0.2
H 5.520 -0.839 -2.108 0.0 -0.1 0.1
H 4.305 -1.529 -3.793 -0.3 0.2 -0.2
H 3.059 -0.358 -3.304 0.2 -0.1 -0.1
H 2.579 -2.681 -1.718 -0.2 0.1 -0.1
H 2.972 -3.313 -3.293 0.0 0.1 0.0
H 0.781 -2.971 -3.792 0.0 0.2 -0.1
H 1.310 -1.276 -4.056 -0.1 -0.3 -0.2
H 0.583 -0.586 -1.893 0.1 -0.2 0.2
H 0.367 -2.262 -1.340 0.0 0.1 0.0
H -1.406 -0.654 -3.229 0.2 -0.1 0.0
H -1.320 -2.409 -3.336 -0.2 0.2 0.0
H -1.725 -1.496 -0.552 -0.2 0.0 0.0
H -2.553 -2.733 -1.449 0.1 0.0 0.1
H -4.369 -1.409 -1.502 0.0 0.2 0.3
H -3.537 -0.639 -2.812 -0.2 0.0 0.1
H -1.633 0.448 -0.467 0.0 0.0 0.0
H -4.794 0.117 0.584 -0.2 -0.1 -0.2
H -2.651 3.577 2.870 0.2 -0.1 0.0
H -5.093 6.490 -1.176 -0.2 0.0 -0.2
H -4.006 5.528 1.761 -0.1 -0.1 0.1
H -4.155 4.451 -3.114 -0.7 0.3 0.4
H -4.980 2.969 -3.571 0.8 -0.1 -0.6
H -1.697 2.655 -1.863 0.0 -0.2 0.1
H -2.008 2.160 -3.411 0.0 -0.2 0.0
C 1.923 -2.398 11.503 0.0 0.0 -0.2
C 3.238 -2.235 10.777 0.0 0.0 0.0
O 3.343 -2.475 9.596 0.0 0.1 0.1
C 4.412 -1.759 11.598 0.1 0.0 -0.2
H 1.163 -2.745 10.806 0.0 0.0 0.0
H 2.029 -3.123 12.312 0.0 0.1 0.1
H 1.613 -1.445 11.934 0.0 0.0 0.1
H 4.609 -2.460 12.411 0.0 0.1 0.1
H 4.193 -0.783 12.033 0.0 0.0 0.1
H 5.293 -1.684 10.965 0.0 0.0 0.0
C -12.083 -1.467 -2.253 0.0 -0.2 0.1
C -10.620 -1.745 -2.009 0.0 -0.1 0.0
O -10.236 -2.779 -1.517 0.0 0.1 0.0
C -9.644 -0.661 -2.413 0.1 -0.1 0.0
H -12.674 -2.317 -1.922 0.0 0.0 0.0
H -12.392 -0.576 -1.704 0.0 0.0 -0.1
H -12.260 -1.294 -3.315 0.0 0.1 0.0
H -9.856 0.259 -1.865 0.0 0.0 -0.1
H -9.723 -0.459 -3.482 -0.1 0.1 0.0
H -8.635 -0.998 -2.184 0.0 0.0 0.0
C 2.368 1.585 -7.247 0.0 0.1 0.2
C 3.204 0.755 -6.300 0.0 0.0 0.0
O 3.441 1.126 -5.173 -0.1 0.1 -0.1
C 3.724 -0.556 -6.835 0.1 0.0 0.2
H 2.054 2.501 -6.750 0.0 0.0 0.0
H 2.948 1.838 -8.136 0.0 -0.1 0.0
H 1.487 1.022 -7.562 0.0 0.0 -0.1
H 4.350 -0.379 -7.711 -0.1 0.0 -0.1
H 2.892 -1.197 -7.132 0.0 0.0 -0.1
H 4.309 -1.060 -6.070 0.0 0.0 0.0
C -3.364 3.169 -6.533 0.0 0.0 0.2
C -4.698 2.499 -6.754 -0.1 0.0 0.0
O -5.453 2.282 -5.828 0.1 0.1 0.2
C -5.045 2.113 -8.165 -0.2 -0.1 0.1
H -3.247 3.384 -5.472 0.0 0.0 0.0
H -2.552 2.515 -6.856 0.0 0.0 -0.1
H -3.303 4.100 -7.098 0.0 0.0 -0.1
H -4.301 1.418 -8.556 0.0 0.1 0.0
H -5.056 2.998 -8.803 0.1 0.0 0.0
H -6.025 1.642 -8.186 0.0 0.0 0.0
C 0.271 -6.193 3.451 0.0 0.1 0.1
C 1.285 -6.914 4.309 0.0 0.0 0.0
O 1.599 -6.499 5.399 -0.1 -0.1 -0.1
C 1.886 -8.175 3.734 0.1 0.0 0.2
H -0.083 -5.308 3.974 0.0 0.0 0.0
H 0.725 -5.898 2.504 0.0 -0.1 0.0
H -0.574 -6.851 3.238 0.0 0.0 -0.1
H 2.398 -7.953 2.796 -0.1 0.0 0.0
H 1.101 -8.906 3.532 0.0 0.0 -0.1
H 2.596 -8.595 4.442 0.0 0.0 0.0
C 2.714 4.409 -1.960 0.1 -0.1 0.1
C 2.482 4.693 -0.495 0.0 -0.1 0.0
O 3.259 4.318 0.352 -0.1 0.0 0.0
C 1.235 5.470 -0.140 0.1 -0.1 0.1
H 3.638 3.848 -2.083 0.0 0.0 0.0
H 1.885 3.827 -2.367 0.0 0.1 0.0
H 2.784 5.346 -2.516 -0.1 0.0 0.0
H 0.347 4.932 -0.478 0.0 0.1 -0.1
H 1.251 6.447 -0.626 -0.1 0.0 -0.1
H 1.182 5.606 0.938 0.0 0.0 0.0
C 1.231 -6.813 -3.589 0.0 0.2 0.0
C 2.051 -6.372 -4.778 0.0 0.0 0.0
O 2.143 -5.205 -5.086 0.0 0.0 0.0
C 2.749 -7.457 -5.560 0.0 0.2 -0.1
H 0.784 -5.943 -3.112 0.0 0.0 0.0
H 0.444 -7.497 -3.908 0.0 -0.1 0.0
H 1.866 -7.333 -2.869 0.0 -0.1 0.0
H 2.018 -8.166 -5.953 0.0 -0.1 0.1
H 3.438 -8.001 -4.912 -0.1 -0.1 0.0
H 3.303 -7.015 -6.385 0.0 0.0 0.0
C 4.226 6.928 1.680 0.1 0.2 -0.1
C 4.748 8.302 2.026 0.0 0.0 0.0
O 4.973 9.128 1.172 0.0 -0.1 0.1
C 4.975 8.594 3.490 0.1 0.2 -0.1
H 4.113 6.846 0.602 0.0 0.0 0.0
H 4.917 6.158 2.022 -0.1 0.0 0.1
H 3.259 6.764 2.158 0.1 -0.1 0.1
H 5.701 7.891 3.904 -0.1 0.0 0.0
H 4.041 8.487 4.043 0.0 -0.1 0.0
H 5.349 9.608 3.607 0.0 0.0 0.0
```
Forces are in eV/Å.

Löwdin atomic charge list, values in e, 4 entries: -0.11 -0.24 -0.22 -0.21

What are the highest occupied orbital energy values for these records? In order: -5.6, -10.1, -8.6, -10.6 eV.
What are the orbital gap values for these records? In order: 0.29914, 0.34688, 0.32908, 0.23540 Eh.